one:
53
Properties=species:S:1:pos:R:3:lowdin_spin:R:1 method="wB97M-V/def2-TZVPD" spin_multiplicity=5 s2=6.047 charge=+2 gap_ev="7.9 / 5.0" homo_ev="-13.85 / -14.69"
Pt 0.47440 -0.17940 -0.13240 1.317
C 2.55250 0.98530 2.09460 0.009
C 1.15720 0.46090 1.94840 0.027
C 0.04240 1.33250 1.98480 0.118
C -1.25740 0.87550 2.28500 0.109
C -2.36360 1.84950 2.45440 0.015
C -1.46200 -0.48820 2.49230 0.094
C -0.42110 -1.41020 2.34780 0.108
C -0.64180 -2.85960 2.58920 0.015
C 0.87910 -0.94240 2.02190 0.032
H 2.80050 1.00010 3.15840 0.002
H 2.64580 2.00810 1.73680 0.000
H 3.29150 0.35440 1.60350 0.001
H 0.22040 2.40170 1.95310 0.004
H -2.56040 1.98270 3.51810 0.006
H -3.28760 1.48890 2.01160 0.003
H -2.12240 2.82320 2.04000 0.000
H -2.44580 -0.83610 2.77020 0.002
H -0.56590 -3.06600 3.65860 0.007
H 0.11170 -3.47350 2.09840 0.001
H -1.64060 -3.16790 2.28830 0.002
H 1.71740 -1.63480 2.09370 0.000
C -1.33830 3.53500 -2.02940 0.024
C -2.03040 2.98560 -3.10120 0.000
C -2.12770 1.61200 -3.22190 0.020
C -1.48940 0.78960 -2.28440 0.020
N -0.83650 1.35360 -1.25040 0.170
C -0.76400 2.66880 -1.11740 0.017
C -1.47570 -0.67220 -2.31230 0.129
C -1.89340 -1.43940 -3.40410 0.006
C -1.95610 -2.81790 -3.30250 0.098
C -1.54180 -3.47260 -2.14370 0.025
C -1.06500 -2.73460 -1.07110 0.109
C -0.98830 -1.35160 -1.16400 0.427
H -1.25220 4.59840 -1.89120 0.002
H -2.48620 3.62950 -3.83600 0.000
H -2.69250 1.17830 -4.03220 0.001
H -0.23510 3.04420 -0.25350 0.001
H -2.18360 -0.95820 -4.32600 0.001
H -2.37040 -3.39180 -4.11910 0.005
H -1.58280 -4.55030 -2.08680 0.002
H -0.74990 -3.24560 -0.17400 0.009
C 4.03520 0.06280 -3.43310 0.237
C 3.34140 -1.13270 -3.26300 0.037
C 2.38850 -1.24550 -2.26590 0.148
C 2.12200 -0.14850 -1.43290 0.421
C 2.83510 1.04550 -1.60320 0.145
C 3.78010 1.15300 -2.60600 0.049
H 4.78710 0.14260 -4.20260 0.010
H 3.55520 -1.97460 -3.90580 0.000
H 1.86370 -2.18730 -2.13870 0.006
H 2.65970 1.89750 -0.95930 0.008
H 4.32890 2.07230 -2.73920 0.000

two:
53
Properties=species:S:1:pos:R:3:lowdin_spin:R:1 method="wB97M-V/def2-TZVPD" spin_multiplicity=5 s2=6.055 charge=+2 gap_ev="7.1 / 5.1" homo_ev="-13.28 / -14.93"
Pt 0.04506 0.20251 0.09498 1.310
C 0.81235 -3.59666 -0.23453 0.007
C 0.31463 -2.53876 0.70079 0.072
C 1.19117 -1.87020 1.56568 0.068
C 0.73794 -0.90663 2.47850 0.054
C 1.66321 -0.33302 3.51174 0.003
C -0.63403 -0.58889 2.48460 0.061
C -1.55080 -1.27157 1.66863 0.035
C -3.02861 -1.09982 1.87140 0.003
C -1.04695 -2.21061 0.75155 0.062
H 0.95688 -3.19048 -1.23999 0.005
H 0.08992 -4.40699 -0.31942 0.001
H 1.76430 -4.00400 0.09948 0.000
H 2.23675 -2.15631 1.57909 0.001
H 2.12632 0.59693 3.17799 0.001
H 2.46562 -1.03264 3.73687 0.000
H 1.12132 -0.10940 4.42887 0.000
H -1.00763 0.09793 3.23484 0.000
H -3.44732 -0.28650 1.27544 0.001
H -3.24422 -0.86356 2.91172 0.000
H -3.55837 -2.01038 1.59857 0.000
H -1.74219 -2.76141 0.12827 0.001
C -3.52665 1.00843 -2.56998 0.043
C -2.92313 1.14034 -3.81237 -0.002
C -1.58271 0.83274 -3.95105 0.038
C -0.84907 0.43030 -2.83420 0.019
N -1.45681 0.30215 -1.63804 0.162
C -2.75000 0.57090 -1.50803 0.017
C 0.58876 0.17241 -2.83824 0.182
C 1.40208 0.40905 -3.94003 0.001
C 2.76683 0.18680 -3.85651 0.186
C 3.35979 -0.27498 -2.66194 0.061
C 2.56995 -0.55659 -1.57169 0.103
C 1.20199 -0.26238 -1.61293 0.439
H -4.57197 1.23624 -2.41765 0.003
H -3.49787 1.48001 -4.66355 -0.001
H -1.11429 0.90439 -4.92183 0.002
H -3.18530 0.42031 -0.52939 0.001
H 0.97618 0.75577 -4.87151 -0.001
H 3.38660 0.33637 -4.73115 0.008
H 4.43018 -0.42185 -2.60431 0.002
H 3.03018 -0.96585 -0.68094 0.006
C 0.86179 4.92922 0.76014 0.253
C -0.33689 4.50390 0.16211 0.046
C -0.64943 3.16734 0.13526 0.137
C 0.28559 2.20695 0.60881 0.395
C 1.49153 2.65760 1.20569 0.146
C 1.79225 3.99665 1.24928 0.042
H 1.05039 5.98781 0.88914 0.011
H -1.02616 5.22655 -0.25449 0.000
H -1.60077 2.86617 -0.28348 0.007
H 2.21276 1.95471 1.60075 0.008
H 2.72735 4.32580 1.68208 0.000

Which of them is most stable? Easy: two.

one:
50
Properties=species:S:1:pos:R:3:mulliken_charge:R:1 method="wB97M-V/def2-TZVPD" smiles="O=C(Cn1cncn1)N[C@H](CCc1ccccc1)c1ccc2c(c1)OCCO2" gap_ev=9.3 homo_ev=-8.53
O 3.54385 -0.63404 1.24697 -0.632
C 2.75684 -0.12528 2.04023 0.643
C 3.29921 0.34314 3.40281 -0.928
N 2.97311 1.73182 3.63421 0.721
C 3.78909 2.80959 3.35331 0.121
N 3.28573 3.89008 3.85771 -0.593
C 2.04589 3.42492 4.38262 -0.196
N 1.89690 2.12731 4.28950 -0.860
N 1.46226 0.21615 1.63540 0.050
C 0.88732 -0.03231 0.31049 -0.180
C 1.45426 0.89390 -0.77489 -1.129
C 0.82252 0.74742 -2.19353 -1.173
C 0.89870 -0.69551 -2.69202 0.522
C -0.25696 -1.33557 -3.18065 -0.106
C -0.23570 -2.61261 -3.68609 -0.818
C 1.01738 -3.26365 -3.73825 -0.228
C 2.17777 -2.72563 -3.21440 -0.791
C 2.10924 -1.43523 -2.69882 0.084
C -0.65111 0.11086 0.46534 0.198
C -1.25495 1.29873 0.94463 -0.147
C -2.66550 1.42742 0.92534 -1.270
C -3.45021 0.41147 0.41081 0.703
C -2.91407 -0.80661 -0.02799 0.021
C -1.52017 -0.92182 -0.02202 -0.223
O -3.67411 -1.79058 -0.64701 -0.457
C -5.09356 -1.56978 -0.56262 -0.456
C -5.46111 -0.09125 -0.74855 -0.456
O -4.79952 0.68990 0.23064 -0.461
H 4.38579 0.14520 3.35962 0.373
H 2.84951 -0.30205 4.20573 0.305
H 4.71689 2.79695 2.76671 0.382
H 1.29029 4.06942 4.79672 0.416
H 0.84224 0.71045 2.26680 0.311
H 1.09953 -1.08083 0.03882 0.464
H 2.51414 0.74674 -0.85217 0.610
H 1.29654 1.93509 -0.47081 0.216
H -0.21411 1.11675 -2.16519 0.324
H 1.34445 1.38533 -2.92849 0.474
H -1.20089 -0.80566 -3.23120 0.368
H -1.14898 -3.10543 -4.03531 0.389
H 0.97312 -4.26779 -4.16244 0.318
H 3.18347 -3.24801 -3.25386 0.325
H 3.02829 -1.02995 -2.23313 0.263
H -0.64843 2.09228 1.33993 0.464
H -3.04470 2.36841 1.31080 0.391
H -1.03939 -1.84347 -0.37672 0.376
H -5.42867 -1.95397 0.38158 0.312
H -5.54212 -2.14547 -1.37817 0.349
H -6.54316 0.05532 -0.58784 0.314
H -5.15692 0.27787 -1.73454 0.296

two:
50
Properties=species:S:1:pos:R:3:mulliken_charge:R:1 method="wB97M-V/def2-TZVPD" gap_ev=8.0 homo_ev=-8.63
C 4.07667 1.77209 4.57511 -1.094
H 4.88053 1.38661 4.93577 0.495
H 4.24647 2.85451 4.09576 0.348
O 3.55161 1.10903 3.49271 -0.472
C 4.24483 1.11614 2.44947 0.971
C 5.65310 1.44285 2.36849 -0.479
C 6.39731 1.18323 1.29596 -0.829
C 5.87394 0.71042 -0.02455 -0.873
C 4.62952 0.17295 0.10796 -0.374
C 3.75922 0.23439 1.30599 0.059
C 2.62169 -0.44974 1.12610 0.658
O 2.11261 -0.67240 0.12354 -0.596
N 1.68663 -0.40605 2.50607 0.108
H 2.22309 -0.19071 3.17622 0.116
C 0.50646 -1.05831 2.47618 -0.880
H 0.53696 -2.13135 1.92001 0.239
H 0.23768 -1.54381 3.65135 0.301
C -0.62687 -0.27888 2.20996 0.632
O -1.48366 0.17371 2.76241 -0.522
N -0.53698 -0.00443 0.84339 0.095
H 0.20568 -0.15215 0.25730 0.266
C -1.37890 0.87215 0.24308 0.568
C -2.32190 0.19956 -0.86849 0.565
C -3.68771 0.24528 -0.72473 -0.866
C -4.47782 -0.07496 -1.91023 -0.660
C -4.03450 -1.08270 -2.72572 1.139
C -2.70438 -1.14904 -2.55424 0.180
C -1.75359 -0.55001 -1.92693 -1.397
H -0.68910 -0.72062 -1.70065 0.278
H -2.17560 -1.87558 -3.41266 0.048
N -4.72012 -1.73732 -3.69930 0.090
C -4.52013 -2.84390 -4.14343 0.214
N -5.46997 -3.38463 -4.99365 -0.661
C -6.42573 -2.27253 -4.85687 -0.235
C -5.97676 -1.31874 -4.04842 -0.787
H -6.31904 -0.48673 -4.05275 0.525
H -7.27838 -2.22836 -5.64645 0.305
H -3.64660 -3.82303 -3.81029 0.215
H -5.59956 -0.18911 -1.66988 0.324
H -4.06981 0.92899 -0.03355 0.394
C -0.89191 2.02280 -0.39381 -2.161
H -1.33023 2.63933 -0.83900 0.755
H -0.05708 1.79282 -1.13687 0.314
H -0.24326 2.74103 0.41477 0.230
H -2.05234 1.47639 0.99140 0.417
H 3.95732 -0.46681 -0.72044 0.119
H 6.28778 0.43455 -0.82834 0.585
H 7.19271 1.67436 1.09305 0.496
H 6.12188 2.06953 2.94945 0.484
H 3.46822 1.83917 5.34976 0.355

Which of them is most stable? Easy: one.

one:
17
Properties=species:S:1:pos:R:3:mulliken_charge:R:1 method="wB97M-V/def2-TZVPD" gap_ev=9.7 homo_ev=-8.53
C -0.72942 1.07691 -2.58426 -1.195
C 0.38727 0.41357 -1.88847 0.216
C 0.63745 0.05639 -0.67626 -0.611
P -0.54359 0.26607 0.76634 0.113
C 0.61579 0.96213 2.00514 -1.003
C -0.53224 -1.55187 1.43777 -1.247
H -0.46749 1.48691 -3.54014 0.321
H -1.41622 1.68039 -2.02306 0.399
H -1.48084 0.30131 -2.70463 0.317
H 1.15114 0.00293 -2.76526 0.126
H 1.40837 -0.52346 -0.31907 0.494
H 1.40356 0.16607 2.41109 0.271
H 0.97279 1.89593 1.62331 0.351
H -0.03909 1.13206 2.86954 0.326
H -1.29307 -1.72089 2.24879 0.358
H -0.64595 -2.28599 0.62500 0.327
H 0.28499 -1.85952 1.93699 0.438

two:
17
Properties=species:S:1:pos:R:3:mulliken_charge:R:1 method="wB97M-V/def2-TZVPD" gap_ev="7.1 / 7.1" homo_ev="-8.02 / -7.98"
C 2.07523 -0.81536 1.08994 -0.747
C 1.96540 -1.86122 0.29147 0.055
C 3.19341 -2.42256 -0.37458 -1.043
C -3.07900 2.34481 -0.41366 -0.886
C -2.91351 0.99474 0.37817 -0.556
P -3.19627 -0.71550 -0.16657 -0.004
H 3.10078 -0.61624 1.50848 0.212
H 1.28953 -0.40039 1.61029 0.333
H 1.15420 -2.37516 -0.12775 0.343
H 3.35541 -2.04884 -1.43684 0.226
H 3.16312 -3.52016 -0.38650 0.304
H 4.18555 -2.26197 0.07481 0.311
H -2.68977 3.21582 0.19826 0.276
H -2.30194 2.35410 -1.18603 0.293
H -4.15756 2.54246 -0.64116 0.288
H -3.30754 1.12432 1.33257 0.399
H -1.83059 0.92272 0.64361 0.195

Which of them is most stable? Easy: one.

one:
10
Properties=species:S:1:pos:R:3:mulliken_charge:R:1 method="wB97M-V/def2-TZVPD" smiles=Sc1nncn1S gap_ev=9.3 homo_ev=-9.09
S -1.94106 -0.95848 0.60585 -0.331
C -0.36688 -0.56321 -0.09155 0.582
N 0.28894 -1.31644 -0.95781 -0.400
N 1.43668 -0.65330 -1.25732 -0.409
C 1.44807 0.48431 -0.59453 -0.054
N 0.30936 0.58291 0.14098 -0.073
S -0.07067 1.92114 1.19228 -0.026
H -2.08149 -2.15636 0.01890 0.191
H 2.24787 1.19807 -0.68147 0.411
H -1.27081 1.46137 1.62466 0.110

two:
10
Properties=species:S:1:pos:R:3:mulliken_charge:R:1 method="wB97M-V/def2-TZVPD" gap_ev="6.7 / 6.4" homo_ev="-7.68 / -7.72"
C -1.55788 0.40006 -0.27272 -0.198
C -0.70645 0.40856 0.76667 0.636
N -2.46894 0.69477 -0.99168 -0.304
N 0.62839 0.14715 0.74535 -0.096
N 1.37808 -0.12264 -0.35608 -0.237
S -1.49783 0.71750 2.25310 -0.371
S 0.74946 -0.30712 -1.86356 -0.251
H -3.13533 0.14634 -1.50020 0.297
H 1.09747 0.24917 1.63875 0.267
H 2.28469 -0.52803 -0.14890 0.257

Which of them is most stable? Easy: one.